{"formula": "C34H77BN2O7S2", "method": "ωB97M-V with the def2-TZVPD basis set", "gap_ev": 7.82, "lumo_energy_ev": -0.66, "smiles": "CCCCCCCCCCCCC(=O)O[C@@H](CCCCN(CCCC)C(=S)SCCC)B(N)O.CCO.CCO.CCO.CCO", "homo_energy_ha": -0.3115, "e_tot_ha": -2798.8534, "species": ["C", "C", "C", "C", "C", "C", "C", "C", "C", "C", "C", "C", "C", "O", "O", "C", "C", "C", "C", "C", "N", "C", "C", "C", "C", "C", "S", "S", "C", "C", "C", "B", "N", "O", "H", "H", "H", "H", "H", "H", "H", "H", "H", "H", "H", "H", "H", "H", "H", "H", "H", "H", "H", "H", "H", "H", "H", "H", "H", "H", "H", "H", "H", "H", "H", "H", "H", "H", "H", "H", "H", "H", "H", "H", "H", "H", "H", "H", "H", "H", "H", "H", "H", "H", "H", "H", "H", "C", "C", "O", "H", "H", "H", "H", "H", "H", "C", "C", "O", "H", "H", "H", "H", "H", "H", "C", "C", "O", "H", "H", "H", "H", "H", "H", "C", "C", "O", "H", "H", "H", "H", "H", "H"], "positions_angstrom": [[11.22921, 3.13324, 0.78819], [10.15015, 1.97083, 1.01350], [10.79944, 0.50821, 0.71980], [9.71530, -0.57164, 1.22461], [8.42920, -0.70383, 0.26919], [7.22285, -1.29366, 1.18338], [7.29660, -2.90996, 1.01909], [6.03122, -3.64488, 1.70316], [5.15357, -4.26593, 0.50108], [4.49790, -3.04366, -0.34975], [3.29052, -3.67513, -1.20197], [1.82195, -3.29478, -0.60339], [0.80300, -3.49215, -1.83439], [0.79756, -4.64273, -2.35397], [-0.01725, -2.46872, -2.37690], [-1.12057, -2.11359, -1.49609], [-2.33549, -1.65863, -2.48185], [-3.54440, -0.94888, -1.70433], [-3.15537, 0.46143, -1.02134], [-3.95887, 0.69572, 0.38151], [-2.99229, 0.91857, 1.49657], [-3.00254, -0.17039, 2.51224], [-4.41325, -0.43643, 3.22837], [-4.65522, -2.03802, 3.22035], [-3.49688, -2.85100, 3.97603], [-3.08635, 2.26295, 2.08739], [-4.43340, 2.96337, 2.77566], [-1.54370, 3.32801, 2.02780], [-1.13920, 3.29897, 0.18696], [0.03993, 4.30581, -0.20395], [0.82143, 3.73526, -1.51597], [-1.70663, -3.33639, -0.59298], [-2.83101, -4.24993, -0.97593], [-1.10984, -3.56305, 0.72592], [12.24357, 2.94007, 1.27815], [10.80154, 4.11191, 1.19960], [11.33079, 3.28058, -0.34649], [9.29171, 2.08507, 0.25215], [9.74383, 1.98637, 2.08475], [11.72065, 0.37016, 1.40084], [11.09605, 0.37330, -0.37608], [10.15951, -1.62384, 1.34132], [9.38830, -0.23202, 2.27612], [8.14719, 0.26223, -0.27333], [8.65873, -1.50729, -0.52793], [6.20336, -0.87202, 0.89706], [7.36838, -1.08955, 2.29703], [8.30544, -3.22900, 1.44196], [7.27093, -3.09458, -0.11552], [5.44280, -2.89195, 2.33333], [6.36722, -4.51814, 2.37696], [5.84235, -4.81600, -0.23778], [4.32199, -4.92768, 0.91089], [4.05124, -2.23290, 0.32021], [5.30734, -2.59535, -1.01701], [3.44394, -4.81765, -1.21059], [3.30010, -3.37409, -2.31596], [1.79247, -2.25346, -0.14759], [1.55724, -4.12998, 0.14079], [-0.84450, -1.18988, -0.85675], [-2.66777, -2.62577, -3.01193], [-1.92123, -0.93104, -3.25481], [-4.33706, -0.69369, -2.50580], [-4.09365, -1.65898, -0.97595], [-2.03449, 0.56667, -0.80219], [-3.49292, 1.28532, -1.75545], [-4.63263, -0.21485, 0.50139], [-4.62493, 1.61426, 0.28522], [-2.24672, 0.09866, 3.34098], [-2.58615, -1.13295, 2.02797], [-4.44456, -0.09450, 4.32623], [-5.30848, 0.04102, 2.68666], [-5.65961, -2.31403, 3.68857], [-4.68294, -2.41588, 2.13178], [-3.41272, -2.57548, 5.07829], [-3.74218, -3.97450, 3.91755], [-2.46838, -2.72602, 3.50258], [-0.84427, 2.26193, -0.18016], [-2.10999, 3.57540, -0.36686], [0.84028, 4.44218, 0.59452], [-0.37167, 5.32833, -0.53468], [0.11420, 3.75878, -2.41699], [1.12839, 2.64897, -1.29540], [1.76835, 4.33369, -1.73377], [-3.66562, -3.95098, -0.44986], [-2.59114, -5.18316, -0.60980], [-0.99595, -2.70581, 1.19248], [-6.74200, 6.20794, 2.07930], [-7.84498, 6.31141, 1.04513], [-7.40698, 5.76794, -0.19422], [-5.84897, 6.74041, 1.74236], [-7.06244, 6.62693, 3.03627], [-6.45269, 5.16405, 2.23114], [-8.11725, 7.35571, 0.87866], [-8.73856, 5.76941, 1.37136], [-7.17625, 4.84134, -0.04127], [-4.29159, -3.46257, -6.30156], [-5.45854, -3.00681, -5.44819], [-5.52051, -1.58625, -5.42489], [-3.35237, -3.06139, -5.91229], [-4.22674, -4.55286, -6.32453], [-4.39517, -3.09475, -7.32672], [-5.34123, -3.35667, -4.42042], [-6.40412, -3.39613, -5.83919], [-5.63358, -1.28192, -6.33451], [-8.87665, 3.47700, -2.99264], [-7.75519, 2.72818, -2.30103], [-8.16294, 2.32921, -0.99641], [-9.16240, 4.35873, -2.41351], [-8.57518, 3.79467, -3.99353], [-9.76761, 2.84754, -3.07684], [-6.87502, 3.36682, -2.19947], [-7.47085, 1.83656, -2.86917], [-8.93560, 1.75815, -1.09415], [2.92046, 1.53923, 3.09933], [4.07056, 0.62580, 2.72318], [4.48519, 0.88096, 1.38622], [2.07569, 1.39128, 2.42153], [2.58894, 1.34884, 4.12279], [3.21679, 2.58893, 3.01537], [3.76432, -0.42063, 2.78735], [4.92445, 0.77725, 3.39138], [4.76317, 1.80487, 1.33853]], "forces_ev_per_angstrom": [[-1.003, 0.269, -0.376], [0.989, -0.638, -0.739], [-0.726, 0.009, 1.425], [0.137, 0.206, -0.486], [-0.121, -0.607, 0.972], [0.395, -0.943, -0.568], [-0.742, 1.152, 0.115], [0.737, -0.860, -0.835], [-0.014, 1.831, 0.337], [-0.586, -1.145, -0.022], [0.094, 0.142, -0.649], [0.051, -0.792, -0.993], [0.482, -3.553, -0.827], [-0.310, 4.514, 1.582], [0.949, -1.476, 1.517], [-2.066, 1.664, -0.429], [0.492, -0.263, 0.385], [-0.293, 0.271, -0.844], [-0.714, -0.022, 0.199], [0.042, 0.246, -1.595], [-0.716, 0.775, 0.536], [0.448, 0.074, 1.269], [-0.556, -1.564, -0.023], [0.450, -0.053, 0.056], [-0.370, -0.554, -0.095], [-0.229, 0.511, 0.022], [1.588, -1.061, -0.774], [-0.843, -1.062, -1.059], [-0.125, -0.090, -0.911], [0.456, 0.083, -1.320], [-0.472, -0.337, 0.705], [0.444, -0.660, 1.911], [1.119, 0.407, 0.496], [-1.334, 1.149, -1.506], [-1.477, 0.115, -0.730], [0.714, -1.261, -0.526], [0.226, -0.204, 1.691], [1.188, 0.104, 1.414], [0.524, -0.038, -1.567], [-1.200, 0.339, -1.232], [-0.443, 0.218, 1.513], [-0.462, 1.553, -0.173], [0.430, -0.528, -1.596], [0.433, -1.252, 0.944], [-0.328, 1.430, 1.067], [1.335, -0.697, 0.221], [-0.058, 0.057, -1.476], [-1.369, 0.180, -0.586], [0.203, -0.022, 1.725], [0.660, -1.124, -0.923], [-0.435, 1.447, -0.884], [-1.120, 0.458, 1.326], [1.113, 0.710, -0.643], [0.906, -1.016, -0.741], [-1.237, -0.451, 0.877], [-0.598, 1.771, 0.005], [0.168, -0.236, 1.779], [0.014, -1.374, -0.588], [0.152, 1.626, -0.919], [-0.143, -1.438, -0.813], [0.326, 1.644, 0.754], [-0.486, -0.924, 0.961], [1.159, -0.614, 1.219], [1.100, 1.032, -0.908], [-1.697, -0.210, -0.427], [0.835, -1.194, 1.117], [0.872, 1.189, 0.375], [0.751, -1.298, 0.126], [-0.995, -0.332, -1.381], [-0.893, 1.503, 0.516], [0.230, -0.306, -1.739], [1.590, -0.511, 0.753], [1.320, 0.487, -0.580], [0.007, 0.647, 1.488], [-0.192, -0.231, -1.419], [0.404, 1.669, 0.144], [-1.365, -0.051, 0.558], [-0.393, 1.226, 0.841], [1.518, -0.303, 0.816], [-1.344, -0.185, -0.731], [0.530, -1.471, 0.974], [1.134, -0.094, 1.211], [-0.402, 1.570, -0.500], [-1.400, -0.711, 0.261], [0.349, -0.215, -0.426], [-0.312, 0.463, -0.072], [0.488, -0.771, -0.599], [0.051, 0.095, 0.121], [0.219, -0.350, 0.075], [-0.006, 0.014, -0.249], [-0.108, 0.019, 0.021], [0.056, -0.060, 0.000], [-0.092, 0.046, 0.068], [0.024, -0.118, -0.169], [-0.056, 0.127, 0.128], [-0.140, 0.141, -0.036], [0.127, -0.126, 0.026], [0.121, 0.066, -0.393], [-0.108, 0.252, 0.177], [-0.090, -0.079, 0.055], [0.035, 0.052, -0.056], [-0.070, -0.104, 0.011], [-0.041, 0.195, -0.028], [0.021, -0.176, 0.070], [0.039, -0.057, 0.205], [-0.039, 0.178, -0.069], [-0.402, -0.123, -0.114], [0.158, -0.032, 0.263], [0.145, -0.034, -0.042], [-0.073, -0.021, 0.024], [0.086, -0.046, -0.104], [-0.060, -0.088, 0.151], [0.110, 0.096, -0.126], [0.159, 0.138, 0.061], [-0.144, -0.038, 0.062], [0.002, 0.423, -0.027], [0.031, -0.087, -0.184], [0.043, -0.063, 0.076], [-0.012, 0.079, -0.040], [0.031, -0.042, 0.114], [0.114, 0.043, -0.163], [-0.074, -0.117, 0.151], [-0.044, -0.204, -0.024]], "lowdin_charge": [-0.15, -0.27, -0.22, -0.23, -0.20, -0.20, -0.21, -0.20, -0.21, -0.20, -0.19, -0.07, -0.37, 0.07, -0.02, -0.21, -0.14, -0.18, -0.15, -0.18, -0.23, -0.19, -0.20, -0.25, -0.13, -1.01, 0.67, 0.79, -0.49, -0.30, -0.13, -0.46, 0.14, 0.06, 0.07, 0.07, 0.08, 0.10, 0.11, 0.11, 0.11, 0.11, 0.10, 0.10, 0.11, 0.08, 0.10, 0.11, 0.09, 0.10, 0.11, 0.12, 0.11, 0.10, 0.11, 0.12, 0.12, 0.12, 0.13, 0.14, 0.12, 0.13, 0.12, 0.10, 0.08, 0.11, 0.11, 0.11, 0.14, 0.11, 0.11, 0.10, 0.11, 0.10, 0.08, 0.08, 0.06, 0.06, 0.09, 0.10, 0.11, 0.08, 0.07, 0.07, 0.07, 0.08, 0.08, -0.09, -0.32, -0.09, 0.08, 0.08, 0.03, 0.11, 0.11, 0.07, -0.09, -0.33, -0.10, 0.07, 0.08, 0.07, 0.11, 0.11, 0.08, -0.09, -0.33, -0.09, 0.07, 0.08, 0.07, 0.11, 0.11, 0.08, -0.09, -0.33, -0.10, 0.07, 0.08, 0.07, 0.11, 0.11, 0.09]}